Below is a structure of composition C44H51CoF5N3P2, with properties calculated with ωB97M-V/def2-TZVPD.

```
106
Properties=species:S:1:pos:R:3:forces:R:3:lowdin_spin:R:1
Co -0.4564 -0.9960 -0.0212 -0.4 -0.1 0.1 2.694
C -2.1713 0.2548 4.9699 0.0 0.0 0.0 0.003
C -2.2195 -0.1874 3.5099 -0.1 -0.1 0.0 0.009
C -3.1221 0.7351 2.6963 0.0 0.0 0.0 0.000
P -0.6139 -0.4320 2.6056 0.2 0.2 -0.1 0.039
C 0.3762 -1.4038 3.8454 0.0 0.0 0.0 0.004
C -0.2870 -2.7076 4.2892 0.0 0.0 0.0 0.000
C 1.7777 -1.6658 3.3016 0.0 0.0 0.0 -0.001
C 0.3054 1.1400 2.6688 0.0 0.0 0.1 0.002
C 0.6569 1.7720 3.8676 0.0 -0.1 0.0 0.001
C 1.4813 2.8804 3.9332 0.0 0.0 0.0 0.000
C 1.8163 3.5517 5.2406 0.0 0.0 0.0 0.000
C 2.0096 3.3351 2.7212 0.0 0.0 0.0 0.000
C 1.7026 2.7315 1.5227 0.0 0.0 0.0 0.001
C 0.8155 1.6235 1.4395 0.0 0.0 -0.2 0.002
N 0.5242 0.9888 0.2600 0.2 0.1 0.1 0.030
C 0.7122 1.6498 -0.9458 0.1 -0.1 0.1 0.005
C 0.4397 3.0066 -1.1774 0.2 0.1 -0.1 0.001
C 0.5477 3.5504 -2.4451 0.3 0.1 0.1 0.002
C 0.9195 2.7788 -3.5421 0.2 0.0 0.0 0.001
C 1.0035 3.3749 -4.9239 0.1 0.0 0.0 0.000
C 1.2198 1.4410 -3.3123 0.0 0.0 -0.1 0.001
C 1.1458 0.8785 -2.0438 0.0 0.0 0.1 0.002
P 1.6569 -0.7935 -1.5177 0.1 0.0 -0.2 0.028
C 3.2878 -0.2940 -0.7501 0.0 0.0 0.0 0.003
C 3.9933 -1.3831 0.0553 0.1 0.0 -0.1 0.000
C 4.2549 0.3680 -1.7333 0.0 0.0 0.0 0.002
C 2.1105 -1.5639 -3.1407 -0.1 0.0 0.0 0.010
C 2.9972 -2.8022 -3.0068 0.0 0.0 0.0 0.000
C 0.8246 -1.9032 -3.9000 0.0 0.0 0.0 0.000
H -3.1642 0.1378 5.4151 0.0 0.0 0.0 0.001
H -1.9035 1.3094 5.0511 0.0 0.0 0.0 0.000
H -1.4721 -0.3270 5.5725 0.0 0.0 0.0 0.000
H -2.6643 -1.1875 3.4677 0.1 0.0 0.0 0.000
H -2.6985 1.7422 2.6445 0.0 0.0 0.0 0.000
H -4.1126 0.8050 3.1555 0.0 0.0 0.0 0.000
H -3.2408 0.3599 1.6811 0.0 0.0 0.0 0.000
H 0.4703 -0.7530 4.7181 0.0 0.0 0.1 0.001
H -1.3297 -2.5739 4.5848 0.0 0.0 0.0 0.000
H 0.2515 -3.1195 5.1478 0.0 0.0 0.0 0.000
H -0.2573 -3.4508 3.4930 0.0 0.0 0.0 0.000
H 1.7224 -2.3012 2.4184 0.0 0.0 -0.1 0.000
H 2.3864 -2.1795 4.0519 0.0 0.0 0.0 0.000
H 2.2860 -0.7389 3.0276 0.0 0.0 0.0 0.000
H 0.2836 1.3676 4.8015 0.0 0.0 0.0 0.000
H 1.3807 3.0074 6.0801 0.0 0.0 0.0 0.000
H 1.4355 4.5758 5.2794 0.0 0.0 0.0 0.000
H 2.8962 3.6022 5.4033 0.0 0.0 0.0 0.000
H 2.7006 4.1740 2.7234 0.0 0.0 0.0 0.000
H 2.1644 3.0992 0.6155 0.0 0.0 0.0 0.000
H 0.0998 3.6294 -0.3584 0.0 0.0 0.0 0.000
H 0.2842 4.5933 -2.5953 0.0 0.0 0.0 0.000
H 0.2356 4.1378 -5.0693 0.0 0.0 0.0 0.000
H 0.8657 2.6109 -5.6914 0.0 0.0 0.0 0.000
H 1.9742 3.8463 -5.1021 0.0 0.0 0.0 0.000
H 1.5169 0.8304 -4.1598 0.0 0.0 0.0 0.000
H 2.9575 0.4601 -0.0317 -0.1 0.0 0.0 0.000
H 4.4159 -2.1596 -0.5861 0.0 0.0 0.0 0.000
H 3.3237 -1.8617 0.7564 -0.2 -0.1 0.2 0.000
H 4.8161 -0.9366 0.6235 0.0 0.0 0.0 0.000
H 4.8650 -0.3794 -2.2480 0.0 0.0 0.0 0.000
H 4.9389 1.0311 -1.1962 0.0 0.0 0.0 0.000
H 3.7435 0.9717 -2.4861 0.0 0.0 0.1 0.000
H 2.6625 -0.8094 -3.7088 0.1 0.0 0.0 0.002
H 2.5652 -3.5340 -2.3228 0.0 0.0 0.0 0.000
H 3.9993 -2.5570 -2.6528 0.0 0.0 0.0 0.000
H 3.0983 -3.2802 -3.9860 0.0 0.0 0.0 0.000
H 0.3035 -2.7313 -3.4193 0.0 0.0 0.0 0.000
H 1.0579 -2.1965 -4.9283 0.0 0.0 0.0 0.000
H 0.1226 -1.0673 -3.9317 0.0 0.0 0.0 0.000
C -2.4297 1.8578 -0.3501 0.0 -0.1 -0.1 0.002
N -2.2045 0.4447 -0.6190 0.0 -0.1 0.0 0.029
C -3.1385 -0.1779 -1.2488 0.0 0.0 0.0 0.005
C -2.9488 -1.5163 -1.6906 0.0 0.2 0.0 0.003
C -3.8114 -2.3878 -2.3571 0.0 -0.1 0.0 0.006
C -3.0811 -3.5711 -2.5360 0.0 0.1 0.1 0.002
C -1.8241 -3.3365 -1.9619 0.0 -0.1 0.0 0.007
N -1.7336 -2.0957 -1.4608 0.1 0.1 0.1 0.035
C -2.4963 2.7293 -1.5910 -0.1 -0.1 -0.1 0.000
C -2.0841 2.2759 -2.8388 -0.3 0.0 0.0 0.000
C -2.1246 3.1164 -3.9446 -0.2 -0.1 0.1 0.000
C -2.5711 4.4242 -3.8199 0.0 -0.1 0.0 0.000
C -2.9824 4.8869 -2.5747 0.0 0.0 0.0 0.000
C -2.9510 4.0412 -1.4755 0.0 0.0 0.0 0.000
H -1.6065 2.2035 0.2795 0.0 0.0 0.0 0.000
H -3.3482 2.0120 0.2280 0.0 0.0 -0.1 0.000
H -4.0858 0.3166 -1.4896 0.0 0.0 0.0 0.001
H -4.8295 -2.1796 -2.6534 0.0 0.0 0.0 0.001
H -3.4076 -4.4857 -3.0078 0.0 0.0 0.0 0.000
H -0.9984 -4.0340 -1.8846 0.0 0.1 0.0 0.000
H -1.7041 1.2662 -2.9399 0.0 0.1 0.0 0.000
H -1.7883 2.7471 -4.9065 0.0 0.0 0.0 0.000
H -2.5990 5.0781 -4.6830 0.0 0.0 0.0 0.000
H -3.3349 5.9051 -2.4620 0.0 0.0 0.0 0.000
H -3.2752 4.4054 -0.5054 0.0 0.0 0.0 0.000
F 1.8923 -3.7397 -0.1053 0.1 0.2 0.0 0.002
C 0.6906 -4.0435 0.4669 0.2 -0.1 -0.1 0.007
C -0.2358 -3.0662 0.7331 0.0 0.1 -0.1 0.036
C -1.3866 -3.5695 1.3037 -0.1 0.1 0.0 0.007
F -2.4091 -2.7249 1.6296 0.0 0.0 -0.1 0.004
C -1.6253 -4.8967 1.5959 -0.1 -0.1 0.0 0.002
F -2.7748 -5.3052 2.1635 0.0 0.0 0.0 0.001
C -0.6501 -5.8302 1.2958 0.0 -0.1 0.0 -0.001
F -0.8427 -7.1335 1.5664 0.0 0.1 0.0 0.000
C 0.5253 -5.3971 0.7198 0.0 -0.1 0.0 0.002
F 1.4846 -6.2949 0.4190 0.0 0.0 0.0 0.001
```
Positions in Å, forces in eV/Å.

Output
**Multiplicity**: 4
**HOMO-LUMO gap (alpha / beta)**: 6.704 / 6.658 eV
**Total charge**: -1